# 1
{
  "formula": "C20H29N3O3",
  "method": "ωB97M-V/def2-TZVPD",
  "total_charge": 0,
  "gap_ev": 9.59,
  "smiles": "C[C@H](CCc1ccccc1)NC(=O)CCC(=O)N1CCC(C(N)=O)CC1",
  "de_lowest_kj_mol": 0.00,
  "e_lumo_ev": 0.69,
  "species": ["C", "C", "C", "C", "C", "C", "C", "C", "C", "C", "N", "C", "O", "C", "C", "C", "O", "N", "C", "C", "C", "C", "N", "O", "C", "C", "H", "H", "H", "H", "H", "H", "H", "H", "H", "H", "H", "H", "H", "H", "H", "H", "H", "H", "H", "H", "H", "H", "H", "H", "H", "H", "H", "H", "H"],
  "coordinates": [[-2.7622, -2.8458, 0.0722], [-1.5593, -1.9603, -0.2353], [-0.2177, -2.7123, -0.2127], [0.0552, -3.5422, 1.0493], [0.0870, -2.7204, 2.3086], [1.0474, -1.7279, 2.4783], [1.0597, -0.9459, 3.6184], [0.1199, -1.1509, 4.6156], [-0.8261, -2.1509, 4.4690], [-0.8410, -2.9289, 3.3232], [-1.5310, -0.8335, 0.6782], [-1.3063, 0.4269, 0.2824], [-1.2738, 0.7541, -0.8954], [-1.1304, 1.4246, 1.4181], [-0.2413, 2.5758, 0.9424], [1.0584, 1.9668, 0.4260], [1.5081, 0.9549, 0.9384], [1.7040, 2.5830, -0.5929], [1.1689, 3.6501, -1.4096], [0.3407, 3.0524, -2.5494], [1.1907, 2.0693, -3.3654], [0.3227, 1.3197, -4.3766], [-0.6640, 0.5824, -3.8315], [0.5233, 1.3676, -5.5721], [1.9148, 1.0652, -2.4588], [2.6636, 1.7863, -1.3376], [-2.7568, -3.7205, -0.5723], [-3.6833, -2.2939, -0.0988], [-2.7470, -3.1697, 1.1089], [-1.6799, -1.5273, -1.2354], [-0.1868, -3.3788, -1.0772], [0.5755, -1.9717, -0.3325], [1.0283, -4.0239, 0.9194], [-0.6920, -4.3321, 1.1405], [1.7798, -1.5459, 1.7084], [1.8039, -0.1712, 3.7193], [0.1283, -0.5402, 5.5065], [-1.5548, -2.3273, 5.2471], [-1.5801, -3.7127, 3.2224], [-1.4591, -1.0618, 1.6584], [-0.6678, 0.9215, 2.2677], [-2.1116, 1.8007, 1.7161], [-0.7625, 3.1215, 0.1605], [-0.0219, 3.2532, 1.7698], [2.0203, 4.2070, -1.8149], [0.5796, 4.3408, -0.8068], [-0.5111, 2.5286, -2.1157], [-0.0319, 3.8452, -3.1999], [1.9368, 2.6309, -3.9379], [-0.8780, 0.5959, -2.8447], [-1.2889, 0.0960, -4.4523], [1.1873, 0.3953, -1.9970], [2.6070, 0.4663, -3.0523], [3.4381, 2.4457, -1.7370], [3.1170, 1.0684, -0.6532]],
  "lowdin_charge": [-0.035, -0.341, -0.134, -0.144, -0.254, -0.050, -0.084, -0.094, -0.086, -0.063, 0.124, -0.457, 0.029, -0.078, -0.077, -0.446, 0.054, -0.045, -0.142, -0.118, -0.226, -0.534, 0.187, 0.049, -0.113, -0.131, 0.085, 0.082, 0.063, 0.137, 0.118, 0.111, 0.122, 0.108, 0.112, 0.107, 0.100, 0.101, 0.108, 0.125, 0.105, 0.129, 0.103, 0.131, 0.128, 0.118, 0.090, 0.127, 0.150, 0.054, 0.115, 0.106, 0.128, 0.128, 0.120]
}

---

# 2
{
  "formula": "C20H29NO3",
  "method": "ωB97M-V/def2-TZVPD",
  "total_charge": 0,
  "gap_ev": 8.81,
  "smiles": "CCOC(=O)[C@@]1([C@@H](c2ccccc2)N(C)C)CCCCCCC1=O",
  "de_lowest_kj_mol": 292.27,
  "e_lumo_ev": 0.75,
  "species": ["C", "C", "O", "C", "O", "C", "C", "C", "C", "C", "C", "C", "C", "N", "C", "C", "C", "C", "C", "C", "C", "C", "C", "O", "H", "H", "H", "H", "H", "H", "H", "H", "H", "H", "H", "H", "H", "H", "H", "H", "H", "H", "H", "H", "H", "H", "H", "H", "H", "H", "H", "H", "H"],
  "coordinates": [[4.5000, -1.1645, 2.8467], [3.8798, 0.1250, 2.3741], [2.4768, -0.1772, 2.2171], [1.5614, 0.8042, 1.8957], [1.7112, 1.9702, 2.1625], [0.3665, 0.1355, 1.2198], [0.7802, -0.0920, -0.1811], [2.2761, 0.1180, -0.6147], [3.0828, -0.8823, -1.1555], [4.3900, -0.5992, -1.5353], [4.8892, 0.7024, -1.4501], [4.0349, 1.7395, -1.0680], [2.7469, 1.4553, -0.6282], [0.0632, -1.2079, -0.7727], [-0.9439, -0.8961, -1.7723], [0.5895, -2.5542, -0.7517], [0.0554, -1.0240, 2.2593], [-0.7944, -2.2440, 1.9755], [-2.1088, -2.0278, 1.2491], [-3.1527, -1.2697, 2.0790], [-3.2254, 0.2104, 1.7177], [-1.9944, 1.0520, 2.1004], [-0.8749, 1.0702, 1.0774], [-0.9909, 1.8242, 0.1065], [5.5826, -1.0502, 2.8912], [4.1494, -1.4271, 3.8490], [4.2766, -1.9922, 2.1664], [4.0209, 0.9416, 3.0907], [4.2570, 0.4219, 1.3921], [0.3692, 0.7526, -0.7470], [2.6831, -1.8860, -1.2947], [5.0067, -1.4289, -1.8832], [5.9240, 0.8964, -1.6976], [4.3937, 2.7744, -1.0676], [2.0659, 2.2605, -0.3351], [-1.6460, -1.7285, -1.8671], [-1.4939, 0.0118, -1.4727], [-0.4885, -0.7172, -2.7566], [-0.2178, -3.2476, -0.4876], [0.9622, -2.8434, -1.7432], [1.3893, -2.6400, -0.0002], [1.0119, -1.4040, 2.6170], [-0.3678, -0.5519, 3.1522], [-1.0261, -2.6369, 2.9754], [-0.2168, -3.0378, 1.4878], [-2.5164, -3.0204, 0.9938], [-1.9128, -1.5201, 0.2958], [-2.9772, -1.4043, 3.1575], [-4.1342, -1.7150, 1.8650], [-4.0881, 0.6452, 2.2378], [-3.4262, 0.3091, 0.6407], [-1.6357, 0.7907, 3.1033], [-2.3401, 2.0955, 2.1596]],
  "lowdin_charge": [-0.064, -0.193, -0.071, -0.417, 0.151, -0.182, -0.214, -0.118, -0.036, -0.081, -0.098, -0.080, -0.036, -0.220, -0.068, -0.102, -0.086, -0.200, -0.198, -0.196, -0.182, -0.103, -0.259, 0.078, 0.078, 0.081, 0.080, 0.129, 0.107, 0.127, 0.080, 0.104, 0.097, 0.110, 0.127, 0.087, 0.085, 0.090, 0.078, 0.086, 0.099, 0.116, 0.113, 0.118, 0.085, 0.117, 0.081, 0.117, 0.109, 0.111, 0.120, 0.113, 0.128]
}

---

# 3
{
  "formula": "C20H29NO6",
  "method": "ωB97M-V/def2-TZVPD",
  "total_charge": 0,
  "gap_ev": 8.05,
  "smiles": "C#CCC1=C(COC)C(=O)C=C(C[C@@H]2CO2)C1=O.COCCNCCOC",
  "de_lowest_kj_mol": 791.16,
  "e_lumo_ev": -0.72,
  "species": ["C", "C", "C", "C", "C", "C", "O", "C", "C", "O", "C", "C", "C", "C", "C", "O", "C", "O", "H", "H", "H", "H", "H", "H", "H", "H", "H", "H", "H", "H", "H", "H", "C", "O", "C", "C", "N", "C", "C", "O", "C", "H", "H", "H", "H", "H", "H", "H", "H", "H", "H", "H", "H", "H", "H", "H"],
  "coordinates": [[-0.1125, 1.9223, 5.9558], [-0.1264, 2.8167, 5.1515], [-0.0878, 3.9390, 4.1420], [-1.0040, 3.5387, 2.9980], [-2.1312, 4.1723, 2.6925], [-2.6299, 5.4105, 3.4464], [-2.8844, 5.1605, 4.8186], [-3.9483, 4.2233, 4.9587], [-2.9779, 3.6193, 1.5372], [-3.5827, 4.3301, 0.7827], [-2.9742, 2.0905, 1.4432], [-1.8391, 1.4542, 1.7286], [-1.8390, -0.0761, 1.6885], [-0.3831, -0.6198, 2.0199], [0.3270, -1.2978, 0.7873], [-0.2668, -2.0249, 2.0286], [-0.6618, 2.3393, 2.0998], [0.4712, 2.2059, 1.7224], [0.2098, 1.3212, 6.7871], [0.9663, 4.0455, 3.8544], [-0.4777, 4.8153, 4.6779], [-1.8195, 6.1610, 3.4063], [-3.5131, 5.8880, 2.9902], [-3.5344, 3.2106, 4.7954], [-4.3739, 4.2900, 5.9683], [-4.7643, 4.3970, 4.2292], [-3.8759, 1.5453, 1.1533], [-2.4088, -0.4929, 2.5332], [-2.0987, -0.5065, 0.7165], [0.2529, -0.0288, 2.6981], [1.3268, -1.6977, 0.9866], [-0.3284, -1.8725, 0.1299], [4.4648, -1.8384, -4.9231], [3.3131, -2.3020, -5.6047], [3.2505, -3.7195, -5.7304], [2.1478, -4.2956, -4.8583], [2.4806, -4.1924, -3.4410], [1.3620, -4.4682, -2.5406], [0.1370, -3.5545, -2.6148], [0.3716, -2.2275, -2.1701], [0.9292, -1.3607, -3.1442], [4.5137, -0.7574, -5.0498], [4.4093, -2.0552, -3.8516], [5.3756, -2.2766, -5.3402], [4.2142, -4.1897, -5.5169], [3.0046, -3.9288, -6.7751], [2.0029, -5.3493, -5.1150], [1.2255, -3.7524, -5.0969], [2.8133, -3.2562, -3.2514], [1.7567, -4.4094, -1.5234], [1.0395, -5.5034, -2.6934], [-0.6086, -3.9652, -1.9272], [-0.3353, -3.5564, -3.6036], [0.5886, -1.5987, -4.1541], [2.0206, -1.3781, -3.0960], [0.6129, -0.3441, -2.9062]],
  "lowdin_charge": [0.104, -0.110, -0.097, -0.097, -0.076, -0.167, -0.185, -0.088, -0.312, 0.121, 0.064, -0.113, -0.055, -0.285, 0.020, -0.138, -0.280, 0.141, 0.032, 0.131, 0.114, 0.137, 0.130, 0.092, 0.093, 0.098, 0.134, 0.132, 0.124, 0.133, 0.106, 0.091, -0.114, -0.195, -0.214, -0.214, -0.052, -0.196, -0.220, -0.209, -0.087, 0.089, 0.076, 0.087, 0.121, 0.120, 0.123, 0.102, 0.065, 0.119, 0.118, 0.120, 0.111, 0.090, 0.072, 0.091]
}

---

# 4
{
  "formula": "C20H29Si",
  "method": "ωB97M-V/def2-TZVPD",
  "total_charge": 1,
  "gap_ev": 5.98,
  "de_lowest_kj_mol": 0.00,
  "e_lumo_ev": -5.48,
  "species": ["C", "C", "C", "C", "C", "C", "C", "C", "C", "C", "C", "H", "H", "H", "H", "H", "H", "H", "H", "H", "H", "H", "H", "H", "H", "H", "C", "Si", "C", "H", "C", "C", "C", "C", "C", "C", "C", "H", "H", "H", "H", "H", "H", "H", "H", "H", "H", "H", "H", "H"],
  "coordinates": [[1.0424, 0.2514, 4.7084], [0.6030, 1.0147, 3.4976], [-0.6996, 1.6182, 3.4088], [-0.8562, 3.0390, 3.3267], [0.2667, 3.9625, 3.7001], [-2.0773, 3.5799, 2.9349], [-3.2054, 2.7728, 2.7293], [-4.4886, 3.3440, 2.1999], [-3.0979, 1.4074, 3.0134], [-1.8939, 0.8300, 3.4008], [-1.8464, -0.6224, 3.7502], [1.9898, 0.6920, 5.0696], [0.3225, 0.2408, 5.5550], [1.2661, -0.8001, 4.4352], [1.4049, 1.5086, 2.9325], [0.0477, 4.9683, 3.3249], [0.3740, 4.0599, 4.7919], [1.2255, 3.6345, 3.2842], [-2.1537, 4.6565, 2.7592], [-5.2335, 2.5510, 2.0823], [-4.9161, 4.1066, 2.8639], [-4.3558, 3.8100, 1.2139], [-3.9775, 0.7706, 2.9036], [-2.8377, -1.0677, 3.6274], [-1.1510, -1.1753, 3.1067], [-1.5535, -0.7948, 4.7950], [1.0336, -1.1357, -0.3334], [1.7859, -1.4402, 1.3515], [3.6534, -1.3056, 1.3887], [1.1899, -0.2767, 2.2319], [1.3278, -3.1934, 1.9319], [1.7341, -4.2732, 1.1113], [1.4194, -5.5869, 1.4506], [0.7064, -5.8799, 2.6118], [0.3977, -7.3219, 2.8924], [0.3219, -4.8254, 3.4463], [0.6310, -3.4935, 3.1190], [-0.0590, -1.2037, -0.2589], [1.2788, -0.1440, -0.7337], [1.3596, -1.8851, -1.0645], [4.0173, -1.5076, 2.4040], [4.1158, -2.0503, 0.7265], [4.0267, -0.3192, 1.0888], [2.3051, -4.1046, 0.1891], [1.7253, -6.4156, 0.8092], [-0.1835, -7.4531, 3.8062], [-0.1665, -7.7653, 2.0632], [1.3204, -7.9065, 2.9891], [-0.2284, -5.0634, 4.3609], [0.3324, -2.6858, 3.7933]],
  "lowdin_charge": [-0.050, -0.016, -0.134, -0.179, -0.021, 0.019, -0.215, -0.026, 0.018, -0.173, -0.024, 0.112, 0.108, 0.074, 0.111, 0.090, 0.107, 0.084, 0.136, 0.084, 0.099, 0.100, 0.129, 0.094, 0.070, 0.096, -0.200, 0.664, -0.194, 0.019, -0.278, -0.088, -0.042, -0.275, -0.049, -0.033, -0.104, 0.034, 0.034, 0.039, 0.035, 0.043, 0.032, 0.107, 0.123, 0.077, 0.089, 0.090, 0.114, 0.066]
}

---

Number 1: highest occupied orbital energy -0.3267 Ha. Number 2: highest occupied orbital energy -0.2962 Ha. Number 3: highest occupied orbital energy -0.3222 Ha. Number 4: highest occupied orbital energy -0.4212 Ha.